68
Properties=species:S:1:pos:R:3:forces:R:3:lowdin_charge:R:1 method="wB97M-V/def2-TZVPD" total_charge=+1 homo_lumo_gap_ev=4.60
N -3.967 2.568 0.824 0.160 0.778 -0.135 0.14
B -3.396 3.934 1.018 2.807 -0.702 0.333 -0.54
O -1.953 4.073 0.828 -2.555 0.119 1.444 0.09
O -4.129 5.121 1.421 -1.596 -1.084 -2.605 0.16
C -5.148 5.471 0.499 -0.146 3.028 -1.811 -0.33
O -5.151 6.566 -0.102 0.019 -4.374 2.502 0.15
C -6.385 4.494 0.228 -2.397 -2.788 0.711 0.00
C -6.788 3.916 -1.153 -1.972 -0.963 3.200 0.08
C -8.012 2.939 -1.212 2.223 2.180 1.860 0.04
N -8.728 2.599 -0.014 2.495 1.923 0.575 0.05
C -8.400 3.103 1.315 3.045 2.236 -1.257 0.03
C -7.222 4.078 1.501 -1.091 -1.571 -3.862 0.08
H -3.867 1.988 1.682 -0.272 0.564 -0.930 0.10
H -3.476 2.089 0.041 -0.243 0.380 1.116 0.10
H -1.494 3.989 1.700 -0.222 0.143 -1.041 0.10
H -6.191 4.166 -2.098 -1.155 -0.454 1.624 0.14
H -8.331 2.496 -2.227 0.368 0.663 2.090 0.15
H -9.511 1.932 -0.072 0.568 0.502 -0.087 0.16
H -8.975 2.788 2.255 0.634 0.235 -2.011 0.15
H -6.937 4.507 2.522 -0.608 -0.875 -1.664 0.14
C 4.906 3.365 0.962 -0.257 0.152 -0.116 -0.11
O 3.892 2.822 0.130 0.361 -0.160 0.227 -0.20
C 4.028 1.412 -0.071 -0.631 -0.057 -0.237 -0.20
C 2.872 0.667 0.595 0.471 0.225 0.203 -0.20
N 2.982 0.719 2.054 -0.246 -0.034 -0.211 -0.04
C 1.791 0.228 2.748 0.167 0.248 0.089 -0.19
C 0.495 1.035 2.576 -0.012 -0.382 0.351 -0.22
O 0.544 2.332 3.164 -0.221 -0.070 -0.440 -0.19
C 1.079 3.343 2.323 -0.030 0.080 0.301 -0.10
H 4.799 4.452 0.960 -0.047 -0.116 -0.070 0.09
H 4.795 3.012 1.991 0.204 -0.045 0.058 0.08
H 5.901 3.112 0.584 0.026 -0.020 0.091 0.09
H 4.998 1.037 0.271 -0.096 0.103 0.151 0.12
H 3.972 1.244 -1.151 0.020 -0.034 0.041 0.12
H 2.882 -0.378 0.270 -0.032 0.006 0.086 0.11
H 1.937 1.127 0.255 -0.034 -0.002 -0.272 0.10
H 3.144 1.679 2.338 0.047 -0.143 -0.032 0.07
H 2.037 0.213 3.815 -0.149 -0.016 -0.029 0.12
H 1.607 -0.811 2.451 0.001 0.107 -0.086 0.12
H -0.294 0.497 3.112 0.054 0.046 0.042 0.12
H 0.165 1.089 1.532 0.166 0.151 -0.051 0.11
H 0.872 3.160 1.265 0.124 -0.087 0.020 0.09
H 2.153 3.445 2.489 0.031 0.100 -0.245 0.08
H 0.617 4.295 2.603 0.024 -0.040 0.063 0.09
C 3.121 -4.865 -4.672 -0.262 0.167 0.035 -0.11
O 1.919 -5.260 -4.029 0.417 -0.177 -0.032 -0.20
C 2.041 -6.502 -3.330 -0.574 0.066 0.321 -0.21
C 1.923 -6.278 -1.823 0.452 0.221 -0.362 -0.21
N 3.103 -5.585 -1.300 -0.299 -0.082 0.074 -0.05
C 2.953 -5.136 0.085 0.120 0.218 -0.220 -0.19
C 1.898 -4.053 0.361 0.313 -0.084 0.415 -0.22
O 2.204 -2.790 -0.222 -0.369 -0.259 -0.084 -0.20
C 1.759 -2.635 -1.562 0.220 0.305 0.118 -0.10
H 2.906 -3.981 -5.277 -0.069 -0.102 0.074 0.09
H 3.886 -4.599 -3.937 0.175 -0.089 -0.083 0.08
H 3.492 -5.655 -5.330 0.087 0.016 0.033 0.09
H 2.963 -7.032 -3.587 0.043 0.194 0.062 0.12
H 1.201 -7.126 -3.654 0.051 -0.012 0.026 0.12
H 1.822 -7.245 -1.321 0.023 0.041 0.020 0.12
H 1.013 -5.696 -1.641 -0.220 -0.148 -0.078 0.10
H 3.293 -4.775 -1.881 0.005 -0.145 0.047 0.07
H 3.927 -4.740 0.390 -0.113 0.019 0.093 0.12
H 2.750 -6.004 0.722 -0.058 0.056 -0.087 0.12
H 1.886 -3.884 1.443 0.045 0.027 -0.057 0.12
H 0.883 -4.373 0.098 0.053 0.035 -0.205 0.11
H 0.843 -3.197 -1.766 0.102 -0.084 0.000 0.09
H 2.548 -2.926 -2.259 -0.157 -0.094 -0.183 0.07
H 1.555 -1.574 -1.728 0.011 -0.043 0.087 0.08



63
Properties=species:S:1:pos:R:3:forces:R:3:lowdin_charge:R:1 method="wB97M-V/def2-TZVPD" spin_multiplicity=2 total_charge=0 homo_lumo_gap_ev="9.29 / 9.45"
C -0.387 -3.260 1.554 1.424 0.061 -1.072 -0.08
C -0.935 -2.171 0.407 1.867 -2.323 0.569 -0.41
C -0.755 -2.988 -1.041 -0.894 0.565 0.517 -0.05
C 0.040 -0.861 0.542 0.600 0.066 0.615 -0.05
C -0.438 0.458 -0.304 -0.889 -1.196 -0.475 -0.31
F -0.514 1.611 0.667 0.438 -2.114 -2.039 -0.09
C 0.473 0.816 -1.617 -0.064 1.140 0.037 -0.11
C 2.092 0.828 -1.368 0.973 -0.581 0.026 -0.11
C 2.590 1.647 -0.039 1.072 5.281 1.140 -0.29
N 2.748 0.865 1.276 -0.068 1.487 -1.269 0.04
O 2.889 2.951 0.000 -1.733 -7.728 -0.963 -0.05
C -1.963 0.176 -0.833 -0.208 0.848 -0.137 -0.09
C -2.930 -0.634 0.206 -2.649 1.850 -1.232 -0.41
C -3.483 0.380 1.416 -0.811 -0.593 -0.444 -0.06
C -4.304 -1.032 -0.661 0.932 -0.983 -0.094 -0.06
N -2.389 -1.937 0.735 1.077 2.211 2.524 -0.12
O -2.666 -2.064 2.044 0.314 -0.330 -2.709 -0.05
H -0.218 -2.772 2.604 -0.710 -1.031 -2.046 0.09
H -1.016 -4.251 1.565 1.019 2.228 0.162 0.10
H 0.696 -3.574 1.162 -2.226 0.635 0.829 0.10
H -1.309 -2.424 -1.905 1.084 -1.066 1.564 0.07
H 0.381 -3.067 -1.308 -2.226 -0.020 0.592 0.09
H -1.289 -4.043 -0.906 1.398 2.243 -0.375 0.10
H 0.124 -0.548 1.692 -0.419 -0.697 -2.516 0.14
H 1.138 -1.231 0.258 -2.478 0.961 0.497 0.12
H 0.164 1.896 -2.000 0.515 -2.236 0.922 0.14
H 0.182 0.066 -2.498 0.845 1.475 2.122 0.14
H 2.706 1.253 -2.300 -1.669 -0.731 2.049 0.12
H 2.455 -0.297 -1.258 -0.722 2.420 0.012 0.12
H 1.967 1.202 1.890 0.847 -0.390 -0.770 0.07
H 3.630 1.222 1.730 -1.299 -0.197 -0.721 0.09
H -1.974 -0.347 -1.903 0.279 0.973 2.420 0.12
H -2.456 1.245 -1.015 0.969 -2.330 0.481 0.15
H -2.697 0.540 2.270 -1.613 -0.259 -1.756 0.08
H -3.860 1.407 0.941 1.184 -2.219 0.924 0.10
H -4.477 -0.140 1.824 2.461 1.171 -0.534 0.09
H -5.168 -1.318 0.079 1.613 0.800 -1.507 0.09
H -4.035 -2.040 -1.243 -0.640 2.269 1.016 0.09
H -4.590 -0.193 -1.434 0.420 -1.660 1.704 0.09
C -2.579 0.572 5.484 -0.218 -0.320 0.011 -0.07
C -1.191 0.651 6.099 -0.254 0.545 -0.367 -0.50
C -0.920 2.030 6.678 0.201 0.081 0.308 -0.07
O -0.216 0.356 5.103 0.249 -0.113 -0.193 -0.07
H -2.685 1.288 4.662 0.045 0.072 0.152 0.07
H -2.756 -0.423 5.060 0.032 0.110 0.106 0.08
H -3.354 0.778 6.229 0.047 0.005 -0.107 0.08
H -1.094 -0.104 6.887 0.159 0.010 -0.234 0.14
H -0.966 2.799 5.898 -0.138 -0.100 0.016 0.08
H 0.087 2.076 7.107 -0.163 -0.062 -0.007 0.08
H -1.644 2.281 7.459 0.077 0.023 -0.090 0.08
H -0.294 1.021 4.400 -0.039 -0.248 0.332 0.08
C 3.610 -0.442 -6.390 -0.266 -0.247 -0.043 -0.07
C 3.475 0.920 -5.728 0.614 -0.178 -0.264 -0.50
C 4.361 1.955 -6.402 -0.084 0.367 -0.044 -0.07
O 3.834 0.815 -4.353 0.016 -0.039 0.305 -0.08
H 4.639 -0.811 -6.320 -0.029 0.153 -0.073 0.08
H 2.976 -1.179 -5.886 0.026 0.142 -0.095 0.08
H 3.325 -0.398 -7.445 0.063 -0.041 0.106 0.08
H 2.430 1.247 -5.769 0.139 -0.038 0.232 0.14
H 5.417 1.671 -6.334 -0.108 -0.114 -0.071 0.08
H 4.262 2.927 -5.908 -0.062 -0.145 -0.093 0.08
H 4.098 2.071 -7.458 0.074 -0.004 0.105 0.08
H 4.761 0.525 -4.306 -0.394 0.141 -0.051 0.10



How do the records compare in strongest force on any atom? In the order shown, they have 5.04, 7.98 eV Å⁻¹.